[1]
24
Properties=species:S:1:pos:R:3 method="wB97M-V/def2-TZVPD" orbital_gap_ev=4.8893 homo_energy_ha=-0.386 e_lumo_ev=-5.607 spin_multiplicity=1 total_energy_ha=-536.8615
C 0.240 0.788 -1.686
O 0.387 0.767 -0.334
C 1.356 0.025 -2.484
H -0.682 0.411 -2.107
H 0.521 1.851 -2.004
H -0.552 0.760 0.096
H 1.359 -1.035 -2.231
H 1.322 0.221 -3.562
H 2.281 0.526 -2.163
H -2.815 -0.382 1.419
H -4.196 -0.588 2.006
O -3.434 -1.081 1.689
H 2.191 1.061 0.212
H 2.837 0.078 1.060
O 3.082 0.744 0.414
H 1.494 -1.006 3.157
H 1.005 -0.885 1.383
O 1.740 -0.788 2.258
H -1.601 -1.336 -1.019
H -1.987 1.726 1.320
O -1.865 1.179 0.531
H -1.899 -0.846 -0.499
H -0.626 -1.192 1.687
O -0.157 -0.998 0.857

***

[2]
16
Properties=species:S:1:pos:R:3 method="wB97M-V/def2-TZVPD" orbital_gap_ev=12.7114 homo_energy_ha=-0.425 e_lumo_ev=1.156 spin_multiplicity=1 smiles=CC.CC total_energy_ha=-159.5741
C -0.616 -0.224 -2.512
C -1.076 -0.997 -1.278
H -0.177 -0.875 -3.268
H -1.486 0.253 -2.958
H 0.204 0.415 -2.186
H -2.009 -1.551 -1.353
H -1.068 -0.414 -0.359
H -0.321 -1.762 -1.043
C 0.413 1.223 1.574
C 1.253 0.090 2.161
H 0.358 1.244 0.489
H -0.612 1.078 1.921
H 0.758 2.196 1.911
H 0.703 -0.463 2.919
H 2.189 0.447 2.582
H 1.486 -0.659 1.401

***

[3]
21
Properties=species:S:1:pos:R:3 method="wB97M-V/def2-TZVPD" orbital_gap_ev=10.7818 homo_energy_ha=-0.507 e_lumo_ev=-3.023 charge=+1 spin_multiplicity=1 total_energy_ha=-328.6445
C 1.184 0.634 -0.644
C 1.707 -0.738 -0.264
C 0.840 -1.550 0.717
C -1.652 -1.834 0.595
C -0.449 -2.111 0.135
N -0.272 0.844 -0.252
H 1.729 1.440 -0.162
H 1.209 0.914 -1.711
H 2.686 -0.645 0.157
H 1.809 -1.302 -1.194
H 1.422 -2.393 1.054
H 0.673 -0.971 1.601
H -1.838 -1.216 1.461
H -2.539 -2.242 0.145
H -0.259 -2.748 -0.700
H -0.559 1.831 -0.137
H -0.524 0.296 0.562
H -0.817 0.435 -1.006
H -2.214 3.830 -0.261
H -0.758 4.134 -0.069
O -1.377 3.393 -0.028

***

[4]
59
Properties=species:S:1:pos:R:3 method="wB97M-V/def2-TZVPD" orbital_gap_ev="5.3978 / 4.1395" homo_energy_ha="-0.507 / -0.494" e_lumo_ev="-8.405 / -9.298" charge=+2 spin_multiplicity=1 total_energy_ha=-1710.2385
Sn 0.400 -0.042 0.551
N -1.629 -1.385 -0.596
C -1.160 -2.506 -1.412
C -0.128 -3.312 -0.633
N 1.049 -2.503 -0.328
C 1.956 -3.159 0.613
C 3.056 -2.205 1.074
N 2.461 -1.043 1.733
H -2.138 -1.765 0.201
H -2.296 -0.838 -1.133
H -0.713 -2.107 -2.326
H -1.980 -3.173 -1.700
H 0.140 -4.210 -1.201
H -0.570 -3.633 0.312
H 1.553 -2.344 -1.199
H 2.414 -4.054 0.174
H 1.364 -3.461 1.480
H 3.641 -1.854 0.217
H 3.730 -2.753 1.742
H 3.194 -0.391 2.006
H 2.006 -1.334 2.600
C 2.656 -0.223 -3.780
C 2.469 0.097 -2.434
N 1.385 0.726 -2.031
C 0.441 1.022 -2.924
C 0.554 0.507 -4.224
N 1.662 -0.070 -4.630
C -0.645 1.905 -2.485
C -1.326 2.717 -3.392
C -2.310 3.585 -2.924
C -2.549 3.615 -1.546
C -1.794 2.792 -0.712
N -0.880 1.944 -1.181
C -1.925 2.799 0.748
C -2.702 3.754 1.521
N -3.069 3.338 2.691
C -2.604 2.332 3.315
C -1.283 1.783 2.848
N -1.204 1.985 1.431
C -3.045 4.460 -3.855
C -2.388 5.080 -4.919
C -3.121 5.911 -5.756
N -4.402 6.116 -5.568
C -5.052 5.540 -4.588
C -4.411 4.693 -3.692
H 3.585 -0.618 -4.166
H 3.208 -0.118 -1.676
H -0.262 0.534 -4.932
H -1.086 2.673 -4.441
H -3.290 4.282 -1.136
H -2.879 4.777 1.230
H -3.184 1.790 4.048
H -0.382 2.231 3.308
H -1.329 4.956 -5.084
H -2.668 6.430 -6.588
H -6.105 5.769 -4.503
H -4.971 4.217 -2.903
O -0.134 -0.207 2.747
O -1.323 0.409 3.119

***

[5]
12
Properties=species:S:1:pos:R:3 method="wB97M-V/def2-TZVPD" orbital_gap_ev=8.9575 homo_energy_ha=-0.355 e_lumo_ev=-0.692 spin_multiplicity=1 total_energy_ha=-406.9406
C -0.622 -1.302 -1.072
C 1.201 0.913 0.825
H -0.731 0.516 -1.620
H -0.502 -2.345 -1.315
H 0.210 -2.093 1.017
H 2.283 0.507 1.168
N -0.915 -0.482 -2.055
N -0.089 -1.081 0.117
N 0.115 0.216 0.499
N 0.764 2.036 1.118
N -0.659 2.129 0.760
N -1.054 0.986 0.559

***

[6]
20
Properties=species:S:1:pos:R:3 method="wB97M-V/def2-TZVPD" orbital_gap_ev=10.9072 homo_energy_ha=-0.370 e_lumo_ev=0.852 spin_multiplicity=1 smiles="CC(N)=O.CCC" total_energy_ha=-328.2940
C -2.672 0.379 -1.441
C -1.437 -0.459 -1.403
N -1.625 -1.747 -0.911
O -0.328 0.018 -1.435
H -2.550 1.115 -0.640
H -3.605 -0.083 -1.100
H -2.915 1.073 -2.243
H -0.731 -2.177 -0.731
H -2.377 -2.325 -1.258
C 2.836 1.470 1.845
C 2.189 0.304 1.052
C 0.867 -0.045 1.810
H 3.906 1.433 2.023
H 2.320 1.578 2.788
H 2.657 2.426 1.319
H 1.854 0.519 0.036
H 2.901 -0.521 1.014
H 1.024 -0.166 2.878
H 0.172 0.782 1.604
H 0.366 -0.893 1.350

***

[7]
86
Properties=species:S:1:pos:R:3 method="wB97M-V/def2-TZVPD" orbital_gap_ev=7.4843 homo_energy_ha=-0.279 e_lumo_ev=-0.112 spin_multiplicity=1 total_energy_ha=-3211.5383
Na 1.074 0.189 0.741
C 3.534 -3.624 2.095
P 2.712 -2.001 2.400
C 4.209 -1.116 3.025
C 1.840 -2.363 3.995
C 1.765 -3.638 4.557
C 1.098 -3.860 5.753
C 0.500 -2.803 6.423
C 0.544 -1.534 5.867
C 1.184 -1.302 4.652
P 1.224 0.344 3.829
C 2.318 1.244 5.009
C -0.397 1.096 4.321
H 4.086 -3.983 2.966
H 4.242 -3.497 1.275
H 2.802 -4.378 1.801
H 4.521 -1.485 4.003
H 4.025 -0.043 3.074
H 5.015 -1.275 2.308
H 2.232 -4.480 4.063
H 1.057 -4.859 6.168
H -0.004 -2.968 7.367
H 0.062 -0.711 6.383
H 1.869 1.281 6.003
H 2.470 2.262 4.646
H 3.286 0.751 5.081
H -1.084 0.337 4.697
H -0.856 1.560 3.448
H -0.262 1.857 5.090
O 1.440 2.294 1.603
C 0.739 3.290 1.480
C -0.543 3.404 0.813
C -1.061 4.697 0.714
C -2.248 4.930 0.066
C -2.965 3.873 -0.522
C -2.491 2.599 -0.432
C -1.265 2.278 0.253
O -0.873 1.086 0.344
N -2.762 6.285 -0.027
O -2.120 7.184 0.491
O -3.816 6.456 -0.617
H 1.093 4.241 1.924
H -0.521 5.532 1.143
H -3.888 4.095 -1.038
H -3.030 1.776 -0.886
N -0.771 -0.407 -6.489
C -0.877 -0.056 -7.819
C -1.477 -0.675 -8.912
C -1.373 -0.023 -10.124
C -0.697 1.204 -10.244
C -0.106 1.809 -9.155
C -0.196 1.162 -7.923
N 0.310 1.534 -6.687
C -0.053 0.585 -5.872
C 0.292 0.547 -4.442
C 1.130 1.521 -3.917
C 1.470 1.452 -2.576
N 1.046 0.493 -1.757
C 0.226 -0.427 -2.260
C -0.178 -0.442 -3.583
H -1.145 -1.232 -6.058
H -2.000 -1.618 -8.822
H -1.822 -0.465 -11.003
H -0.644 1.679 -11.215
H 0.414 2.753 -9.240
H 1.505 2.309 -4.554
H 2.119 2.202 -2.138
H -0.119 -1.186 -1.563
H -0.859 -1.216 -3.915
N 3.165 -1.822 -1.026
C 3.310 -1.122 -0.097
H 2.781 -2.643 -1.452
O -0.116 -1.737 1.026
S -1.245 -1.187 1.877
C -2.770 -1.265 0.892
C -3.528 -2.532 1.276
C -3.261 -2.740 2.767
C -1.756 -2.577 2.934
H -2.444 -1.204 -0.144
H -3.331 -0.359 1.127
H -3.144 -3.385 0.712
H -4.592 -2.436 1.058
H -3.593 -3.718 3.117
H -3.792 -1.981 3.348
H -1.200 -3.434 2.549
H -1.436 -2.379 3.957

***

[8]
24
Properties=species:S:1:pos:R:3 method="wB97M-V/def2-TZVPD" orbital_gap_ev="6.6737 / 6.5907" homo_energy_ha="-0.448 / -0.448" e_lumo_ev="-5.521 / -5.598" charge=+1 spin_multiplicity=1 total_energy_ha=-1031.4880
C 0.091 3.620 -1.628
C -0.894 3.387 -0.734
C 0.791 2.444 -2.054
C -1.395 2.125 -0.375
C 0.433 1.218 -1.672
C 1.517 -3.165 1.295
C 1.002 -2.048 0.570
C -0.751 1.064 -0.940
C -0.168 -2.854 2.915
C -1.124 -0.331 -0.632
N 0.905 -3.479 2.442
N 0.154 -1.290 1.177
O -0.690 -0.408 0.752
Cl -0.664 -2.618 4.425
H 0.606 4.469 -2.014
H -1.439 4.282 -0.369
H 1.750 2.451 -2.686
H -2.304 2.206 0.166
H 0.910 0.300 -1.873
H 1.993 -3.882 0.784
H 1.162 -1.837 -0.497
H -2.268 -0.342 -0.568
H -0.848 -1.004 -1.424
H 1.231 -4.306 2.943

***

[9]
127
Properties=species:S:1:pos:R:3 method="wB97M-V/def2-TZVPD" orbital_gap_ev=5.3104 homo_energy_ha=-0.605 e_lumo_ev=-11.160 charge=+4 spin_multiplicity=1 total_energy_ha=-7011.3524
Ga 0.619 -0.807 0.130
C 0.027 -0.481 4.901
N 1.382 -0.323 4.359
C 2.490 -0.089 5.305
C 1.569 -0.329 3.044
N 0.615 -0.400 2.138
N 2.888 -0.235 2.624
C 3.336 -0.167 1.332
N 4.655 -0.060 1.191
N 2.511 -0.188 0.308
H 0.104 -0.755 5.948
H -0.498 -1.289 4.391
H -0.541 0.447 4.823
H 2.096 -0.140 6.314
H 2.928 0.901 5.170
H 3.255 -0.865 5.227
H -0.304 -0.363 2.562
H 3.588 -0.204 3.349
H 5.292 -0.039 1.973
H 5.077 -0.040 0.275
H 3.003 -0.062 -0.570
C -2.574 -0.067 -1.464
N -1.992 -0.870 -2.493
C -0.856 -0.289 -3.149
P 0.833 -0.692 -2.477
C 1.884 0.704 -3.013
C 3.259 0.639 -2.738
C 4.119 1.641 -3.153
C 3.623 2.725 -3.873
C 2.277 2.777 -4.197
C 1.411 1.772 -3.772
C 1.576 -2.066 -3.419
C 1.358 -3.403 -3.083
C 1.916 -4.424 -3.834
C 2.701 -4.126 -4.940
C 2.904 -2.802 -5.302
C 2.353 -1.776 -4.549
C -2.672 -1.999 -3.060
C -4.042 -2.182 -2.905
C -4.675 -3.262 -3.507
C -3.962 -4.164 -4.282
C -2.599 -3.980 -4.438
C -1.954 -2.911 -3.825
P -1.885 -0.378 0.229
C -2.496 0.976 1.285
C -2.928 2.199 0.766
C -3.465 3.169 1.605
C -3.568 2.935 2.968
C -3.136 1.724 3.496
C -2.609 0.751 2.662
C -2.740 -1.812 0.942
C -4.076 -2.055 0.624
C -4.767 -3.080 1.254
C -4.139 -3.860 2.216
C -2.815 -3.611 2.557
C -2.119 -2.595 1.921
H -3.645 -0.222 -1.370
H -2.429 0.993 -1.683
H -0.926 0.800 -3.066
H -0.836 -0.547 -4.211
H 3.675 -0.268 -2.304
H 5.182 1.567 -2.960
H 4.295 3.501 -4.217
H 1.898 3.588 -4.804
H 0.376 1.827 -4.082
H 0.723 -3.663 -2.254
H 1.730 -5.455 -3.562
H 3.145 -4.922 -5.523
H 3.492 -2.560 -6.177
H 2.525 -0.757 -4.868
H -4.660 -1.475 -2.368
H -5.744 -3.379 -3.386
H -4.468 -4.982 -4.776
H -2.023 -4.664 -5.049
H -0.889 -2.797 -3.969
H -2.893 2.410 -0.294
H -3.835 4.096 1.183
H -4.012 3.682 3.613
H -3.250 1.525 4.555
H -2.349 -0.215 3.081
H -4.604 -1.450 -0.099
H -5.803 -3.260 1.001
H -4.683 -4.659 2.703
H -2.329 -4.211 3.316
H -1.082 -2.427 2.187
C -0.317 6.524 4.279
C -0.233 5.019 4.039
C 0.414 4.699 2.689
C 0.548 3.162 2.505
Ge 1.227 2.947 0.732
C 0.152 3.213 -0.830
C 0.024 4.743 -1.004
C 1.370 5.449 -0.838
C 1.291 6.945 -1.102
H -0.847 6.734 5.207
H -0.855 7.025 3.472
H 0.676 6.968 4.359
H -1.233 4.577 4.059
H 0.351 4.547 4.834
H 1.395 5.181 2.640
H -0.203 5.130 1.895
H -0.422 2.667 2.588
H 1.238 2.740 3.235
H 2.742 2.983 0.536
H -0.810 2.724 -0.703
H 0.686 2.762 -1.664
H -0.687 5.147 -0.282
H -0.391 4.934 -1.996
H 2.108 4.984 -1.500
H 1.731 5.292 0.201
H 1.073 7.131 -2.155
H 2.229 7.443 -0.863
H 0.503 7.411 -0.508
C 0.877 -7.089 0.569
C 0.816 -5.599 0.457
C -0.246 -4.948 -0.165
C -0.251 -3.575 -0.266
N 0.737 -2.808 0.233
C 1.774 -3.428 0.835
C 1.846 -4.792 0.959
H -0.073 -7.556 0.320
H 1.175 -7.393 1.572
H 1.637 -7.478 -0.114
H -1.073 -5.509 -0.580
H -1.064 -3.068 -0.771
H 2.565 -2.795 1.214
H 2.702 -5.240 1.449

***

[10]
29
Properties=species:S:1:pos:R:3 method="wB97M-V/def2-TZVPD" orbital_gap_ev=8.5964 homo_energy_ha=-0.294 e_lumo_ev=0.608 spin_multiplicity=1 smiles="Cn1c(CSCc2ccccc2)n[nH]c1=S" total_energy_ha=-1387.6225
C -1.434 -0.089 1.813
N -1.418 0.808 0.695
C -0.453 1.712 0.329
C 0.809 1.882 1.076
S 2.272 2.087 -0.005
C 1.910 0.920 -1.369
C 1.367 -0.388 -0.893
C 2.027 -1.116 0.090
C 1.509 -2.318 0.538
C 0.323 -2.804 0.012
C -0.339 -2.088 -0.971
C 0.182 -0.887 -1.422
N -0.798 2.356 -0.741
N -2.008 1.863 -1.090
C -2.430 0.898 -0.234
S -3.813 0.024 -0.294
H -2.376 -0.636 1.768
H -1.380 0.465 2.752
H -0.606 -0.797 1.752
H 0.787 2.793 1.676
H 0.979 1.023 1.726
H 2.876 0.795 -1.861
H 1.219 1.418 -2.050
H 2.949 -0.730 0.502
H 2.031 -2.875 1.302
H -0.086 -3.738 0.368
H -1.265 -2.457 -1.383
H -0.334 -0.334 -2.194
H -2.502 2.213 -1.893

***

[11]
12
Properties=species:S:1:pos:R:3 method="wB97M-V/def2-TZVPD" orbital_gap_ev="8.2083 / 7.4464" homo_energy_ha="-0.323 / -0.315" e_lumo_ev="-0.594 / -1.131" spin_multiplicity=1 total_energy_ha=-265.3430
C -1.018 0.412 -1.307
C -0.200 -0.422 -0.402
C 1.144 0.091 0.020
N 0.799 -0.038 1.433
C -0.453 -0.728 1.362
N -1.372 -1.175 1.970
H -0.908 -0.111 -2.274
H -0.679 1.447 -1.453
H -2.084 0.381 -1.068
H 1.936 -0.590 -0.321
H 1.406 1.123 -0.242
H 1.462 -0.550 2.006

***

[12]
28
Properties=species:S:1:pos:R:3 method="wB97M-V/def2-TZVPD" orbital_gap_ev=5.7509 homo_energy_ha=-0.092 e_lumo_ev=3.239 charge=-2 spin_multiplicity=1 total_energy_ha=-1438.3391
K -0.281 -0.006 -0.075
C -2.706 0.425 -5.538
C -1.392 1.167 -5.483
O -1.052 1.779 -6.527
O -0.643 0.875 -4.524
H -3.337 0.854 -4.760
H -2.502 -0.638 -5.411
H -3.280 0.660 -6.434
C 1.165 4.535 4.899
C 0.416 3.595 3.986
O -0.170 2.631 4.528
O 0.535 3.826 2.763
H 1.005 4.205 5.925
H 0.859 5.574 4.775
H 2.235 4.431 4.721
C 5.068 -4.067 0.045
C 3.805 -3.242 0.183
O 3.608 -2.306 -0.596
O 3.066 -3.431 1.139
H 5.474 -3.968 -0.961
H 4.986 -5.100 0.385
H 5.922 -3.784 0.661
O -4.539 0.132 -0.431
H -5.007 0.793 -0.941
H -5.054 -0.667 -0.544
O -2.723 -2.392 2.602
H -2.680 -2.677 3.515
H -2.778 -3.204 2.099

***

ΔE to the lowest compared entry with this formula, charge and spin, respectively: 10.440; 0.295; 1.135; 1.918; 4.798; 0.676; 0.581; 6.332; 0.000; 0.000; 5.241; 2.190 eV.